Record 1
9
Properties=species:S:1:pos:R:3 method="wB97M-V/def2-TZVPD" homo_energy_ev=-10.138 smiles="NN(N=O)[N+](=O)[O-]" orbital_gap_ev=9.40 spin_multiplicity=1 lumo_energy_ev=-0.7
N 0.3458 0.2895 -0.1046
N 1.1152 -0.6073 0.6690
N 0.9434 -0.7721 1.9435
O 0.1876 -0.0101 2.5069
N 2.1642 -1.4595 0.0025
O 2.9952 -1.8658 0.7649
O 2.0509 -1.6118 -1.1637
H -0.3475 0.5010 0.6446
H -0.2818 -0.0253 -0.9967

Record 2
13
Properties=species:S:1:pos:R:3 method="wB97M-V/def2-TZVPD" homo_energy_ev=-9.491 smiles=O[C@H](S)C(O)(S)S orbital_gap_ev=9.93 spin_multiplicity=1 lumo_energy_ev=0.4
O -0.5978 -1.2119 -1.4503
C -0.6703 -0.6724 -0.1050
S -2.2943 0.1064 0.1016
C 0.4529 0.2354 0.2994
O 0.3584 0.6287 1.6381
S 0.4270 1.9247 -0.6461
S 1.9995 -0.6399 -0.0560
H -1.4719 -1.4558 -1.6518
H -0.7328 -1.4411 0.6008
H -1.7421 1.3376 0.3600
H 0.9106 1.4549 1.6145
H -0.5247 1.5526 -1.4495
H 2.1968 0.1650 -1.0759

Record 3
115
Properties=species:S:1:pos:R:3 method="wB97M-V/def2-TZVPD" homo_energy_ev="-7.052 / -7.482" orbital_gap_ev="6.08 / 6.51" spin_multiplicity=2 lumo_energy_ev="-1.0 / -1.0"
Ir 0.9605 -0.0084 0.3460
N -3.0599 -5.7768 7.8990
C -2.6012 -5.0923 7.0992
C -2.0262 -4.2327 6.0960
C -0.7965 -3.6243 6.3300
C -0.2416 -2.8079 5.3603
C -0.9080 -2.5906 4.1590
C -2.1463 -3.1872 3.9394
C -2.7046 -4.0111 4.9005
C -0.2993 -1.7507 3.0896
C -0.9267 -0.5481 2.8081
C -1.9749 0.0263 3.5692
C -2.2607 1.2354 2.9940
C -1.3846 1.3572 1.8982
N -0.5552 0.3225 1.7897
C 0.8206 -2.2410 2.4567
C 1.4465 -3.4834 2.7314
C 2.5367 -3.5774 1.9093
C 2.5542 -2.3992 1.1415
N 1.5535 -1.5769 1.4679
H -0.2825 -3.7989 7.2650
H 0.7139 -2.3311 5.5349
H -2.6600 -3.0124 3.0034
H -3.6622 -4.4837 4.7313
H -2.4422 -0.4239 4.4284
H -3.0048 1.9550 3.2925
H -1.3627 2.1575 1.2026
H 1.0977 -4.2165 3.4393
H 3.2501 -4.3819 1.8479
H 3.2617 -2.1233 0.3801
C 3.7148 0.6286 1.1005
N 2.3621 1.1729 1.3451
C 2.1265 1.0753 2.7999
C 2.3623 2.6097 0.9607
C 2.1540 2.7203 -0.5285
N 0.8468 2.1722 -0.8606
C 0.7279 2.0372 -2.3251
C -0.2387 3.0890 -0.5034
H 4.4439 1.1936 1.6922
H 3.9772 0.6950 0.0488
H 3.7504 -0.4143 1.4000
H 2.9029 1.6352 3.3333
H 2.1705 0.0317 3.1036
H 1.1535 1.4793 3.0580
H 3.3142 3.0781 1.2377
H 1.5830 3.1182 1.5248
H 2.8980 2.1040 -1.0356
H 2.2670 3.7483 -0.8998
H 0.8299 3.0261 -2.7916
H -0.2484 1.6298 -2.5619
H 1.5050 1.3771 -2.6969
H -0.1579 4.0098 -1.0961
H -0.1979 3.3624 0.5410
H -1.1910 2.6112 -0.7242
C -7.7421 2.0664 -7.4214
C -6.7536 1.7952 -6.3195
C -6.7374 2.5631 -5.1635
C -5.8328 2.3227 -4.1345
C -5.8987 3.1878 -2.9034
C -4.9148 1.2733 -4.2651
Te -3.4722 0.9400 -2.6688
N -1.7333 -0.0618 -1.3215
C -1.2611 -1.2340 -1.1618
O -0.2105 -1.4553 -0.3921
C -1.7429 -2.5125 -1.7926
C -2.8897 -2.5894 -2.5696
C -3.2446 -3.7731 -3.1988
C -2.4610 -4.9062 -3.0457
C -1.3166 -4.8440 -2.2617
C -0.9570 -3.6582 -1.6436
C -5.0482 0.1136 -1.5004
C -5.9011 -0.7946 -2.1263
C -7.0028 -1.3080 -1.4663
C -7.2651 -0.9084 -0.1628
C -6.4247 -0.0019 0.4552
C -5.3046 0.5220 -0.1932
C -4.4420 1.5021 0.5517
C -4.9147 0.4873 -5.4222
C -3.9763 -0.6778 -5.6303
C -5.8360 0.7622 -6.4295
H -8.2739 3.0015 -7.2511
H -8.4812 1.2659 -7.4869
H -7.2427 2.1301 -8.3886
H -7.4453 3.3785 -5.0611
H -6.6024 4.0063 -3.0503
H -4.9242 3.6110 -2.6547
H -6.2305 2.6065 -2.0391
H -3.5133 -1.7141 -2.6938
H -4.1357 -3.8062 -3.8127
H -2.7423 -5.8336 -3.5280
H -0.6930 -5.7202 -2.1413
H -0.0503 -3.6023 -1.0607
H -5.7170 -1.0879 -3.1525
H -7.6535 -2.0123 -1.9675
H -8.1218 -1.3024 0.3684
H -6.6373 0.3232 1.4674
H -4.9413 2.4712 0.6370
H -3.4842 1.6508 0.0574
H -4.2407 1.1403 1.5591
H -3.0829 -0.6030 -5.0139
H -3.6701 -0.7428 -6.6749
H -4.4673 -1.6220 -5.3775
H -5.8301 0.1512 -7.3265
S 2.6241 -0.4734 -1.2855
C 2.0259 -1.5640 -2.5629
C 0.9872 -1.2457 -3.4350
C 0.6280 -2.1127 -4.4558
C 1.3036 -3.3107 -4.6333
C 2.3455 -3.6336 -3.7773
C 2.7037 -2.7676 -2.7541
H 0.4466 -0.3241 -3.3088
H -0.1945 -1.8517 -5.1102
H 1.0152 -3.9890 -5.4252
H 2.8835 -4.5649 -3.9030
H 3.5193 -3.0219 -2.0890

Record 4
17
Properties=species:S:1:pos:R:3 method="wB97M-V/def2-TZVPD" homo_energy_ev=-3.439 total_charge=-1 orbital_gap_ev=6.91 spin_multiplicity=1 lumo_energy_ev=3.5
C 0.8905 -0.4386 -1.6546
S 1.6460 -1.0671 -0.1047
H 1.6406 -0.0237 -2.3206
H 0.3914 -1.2745 -2.1430
H 0.0936 0.2698 -1.4334
H 0.9591 0.3064 1.5120
H 1.5792 1.2442 2.5569
O 0.8225 1.1747 1.9783
H -1.2659 -2.7168 0.9521
H -0.0300 -2.4482 0.1223
O -0.9131 -2.9027 0.0787
H -2.0669 -1.4269 -0.4704
H -2.2567 -0.0339 0.0469
O -2.7515 -0.7425 -0.3743
H 0.5029 2.6654 0.7459
H 0.4653 4.1264 0.4748
O 0.2930 3.2880 0.0331

E_tot values (in eV) by entry order: -12127.69361; -38770.53225; -85717.72585; -20242.70887.
Relative energy (zero: lowest compared OMol25 entry of this formula, charge and spin) values (in kcal/mol) by entry order: 53.79; 8.90; 0.00; 4.91.
Max |F| values (in eV/Å) by entry order: 3.80; 3.21; 1.37; 0.81.